{"formula": "C67H182Cl4F18N13O19P2S2", "method": "ωB97M-V/def2-TZVPD", "elements": ["C", "N", "C", "C", "C", "C", "O", "H", "H", "H", "H", "H", "H", "H", "H", "H", "H", "H", "H", "H", "H", "C", "N", "C", "C", "C", "C", "O", "H", "H", "H", "H", "H", "H", "H", "H", "H", "H", "H", "H", "H", "H", "C", "N", "C", "C", "C", "C", "O", "H", "H", "H", "H", "H", "H", "H", "H", "H", "H", "H", "H", "H", "H", "C", "N", "C", "C", "C", "C", "O", "H", "H", "H", "H", "H", "H", "H", "H", "H", "H", "H", "H", "H", "H", "C", "N", "C", "C", "C", "C", "O", "H", "H", "H", "H", "H", "H", "H", "H", "H", "H", "H", "H", "H", "H", "C", "N", "C", "C", "C", "C", "O", "H", "H", "H", "H", "H", "H", "H", "H", "H", "H", "H", "H", "H", "H", "C", "N", "C", "C", "C", "C", "O", "H", "H", "H", "H", "H", "H", "H", "H", "H", "H", "H", "H", "H", "H", "C", "N", "C", "C", "C", "C", "O", "H", "H", "H", "H", "H", "H", "H", "H", "H", "H", "H", "H", "H", "H", "C", "N", "C", "C", "C", "C", "O", "H", "H", "H", "H", "H", "H", "H", "H", "H", "H", "H", "H", "H", "H", "C", "N", "C", "C", "C", "C", "O", "H", "H", "H", "H", "H", "H", "H", "H", "H", "H", "H", "H", "H", "H", "C", "N", "C", "C", "C", "C", "O", "H", "H", "H", "H", "H", "H", "H", "H", "H", "H", "H", "H", "H", "H", "C", "N", "C", "C", "C", "C", "O", "H", "H", "H", "H", "H", "H", "H", "H", "H", "H", "H", "H", "H", "H", "C", "N", "C", "C", "C", "C", "O", "H", "H", "H", "H", "H", "H", "H", "H", "H", "H", "H", "H", "H", "H", "Cl", "Cl", "Cl", "Cl", "P", "F", "F", "F", "F", "F", "F", "P", "F", "F", "F", "F", "F", "F", "C", "F", "F", "F", "S", "O", "O", "O", "C", "F", "F", "F", "S", "O", "O", "O"], "coordinates": [[-1.574, 4.024, 2.818], [-2.286, 5.291, 3.387], [-1.170, 6.212, 3.861], [-3.019, 5.995, 2.311], [-3.160, 4.834, 4.606], [-4.021, 5.872, 5.335], [-5.250, 5.918, 4.636], [-1.082, 3.540, 3.618], [-0.745, 4.388, 2.185], [-2.260, 3.433, 2.301], [-1.527, 6.955, 4.562], [-0.797, 6.772, 2.973], [-0.480, 5.507, 4.310], [-2.397, 6.343, 1.501], [-3.560, 6.813, 2.823], [-3.821, 5.380, 1.885], [-2.421, 4.447, 5.279], [-3.790, 4.044, 4.283], [-3.511, 6.835, 5.408], [-4.104, 5.494, 6.385], [-5.973, 6.234, 5.177], [-0.994, -7.884, 5.041], [-1.524, -7.174, 3.788], [-0.774, -5.890, 3.574], [-1.388, -8.194, 2.587], [-2.946, -6.782, 3.922], [-3.926, -7.880, 4.289], [-3.641, -8.470, 5.536], [0.075, -7.887, 4.952], [-1.382, -8.928, 5.110], [-1.356, -7.300, 5.914], [-0.912, -5.259, 4.451], [-1.067, -5.432, 2.662], [0.264, -6.130, 3.518], [-0.346, -8.462, 2.593], [-1.581, -7.622, 1.646], [-2.012, -9.080, 2.740], [-3.172, -6.555, 2.842], [-3.027, -5.822, 4.527], [-4.043, -8.627, 3.525], [-4.888, -7.364, 4.339], [-4.259, -8.202, 6.228], [-4.801, -1.531, -4.483], [-3.829, -1.071, -5.563], [-2.501, -0.620, -4.853], [-3.521, -2.238, -6.448], [-4.520, 0.088, -6.275], [-3.589, 0.925, -7.136], [-2.905, 0.137, -8.112], [-4.310, -2.262, -3.875], [-5.659, -1.934, -5.027], [-5.013, -0.615, -4.007], [-2.762, 0.171, -4.200], [-1.811, -0.266, -5.621], [-2.101, -1.440, -4.267], [-2.816, -2.012, -7.254], [-4.352, -2.679, -6.941], [-3.050, -3.086, -5.962], [-4.954, 0.717, -5.482], [-5.331, -0.444, -6.831], [-2.905, 1.400, -6.423], [-4.240, 1.706, -7.579], [-2.516, 0.759, -8.738], [4.452, -7.421, -1.000], [3.191, -6.872, -1.598], [3.495, -6.537, -3.009], [2.121, -7.949, -1.568], [2.640, -5.592, -0.902], [2.135, -5.604, 0.568], [0.976, -6.356, 0.693], [4.210, -7.910, -0.060], [5.128, -6.618, -0.839], [4.836, -8.208, -1.723], [3.604, -7.491, -3.489], [4.432, -5.995, -3.058], [2.653, -5.980, -3.446], [2.426, -8.749, -2.214], [1.320, -7.463, -2.090], [1.911, -8.215, -0.533], [1.808, -5.203, -1.587], [3.456, -4.908, -1.074], [1.854, -4.564, 0.686], [2.873, -5.956, 1.264], [1.096, -6.857, 1.535], [2.383, 3.024, -8.409], [2.451, 2.649, -6.888], [2.666, 3.965, -6.145], [1.204, 1.934, -6.545], [3.611, 1.703, -6.585], [3.949, 1.642, -5.113], [4.802, 2.638, -4.744], [1.417, 3.516, -8.500], [2.487, 2.153, -9.087], [3.154, 3.700, -8.664], [1.969, 4.738, -6.516], [3.723, 4.276, -6.270], [2.491, 3.857, -5.081], [0.406, 2.692, -6.590], [1.270, 1.543, -5.543], [1.028, 1.198, -7.281], [4.505, 1.946, -7.124], [3.310, 0.761, -7.052], [4.318, 0.620, -4.900], [3.028, 1.623, -4.556], [4.659, 2.668, -3.787], [-3.851, -1.194, 6.618], [-4.090, 0.073, 5.920], [-2.767, 0.802, 5.633], [-4.742, -0.125, 4.516], [-4.989, 1.030, 6.869], [-6.055, 0.315, 7.720], [-6.913, -0.431, 6.948], [-3.436, -1.907, 5.970], [-4.787, -1.633, 7.018], [-3.188, -1.060, 7.483], [-2.185, 0.999, 6.507], [-3.029, 1.637, 4.996], [-2.244, 0.060, 5.021], [-5.748, -0.426, 4.729], [-4.024, -0.781, 4.012], [-4.753, 0.839, 3.978], [-5.456, 1.641, 6.140], [-4.196, 1.489, 7.488], [-6.649, 0.995, 8.338], [-5.560, -0.424, 8.410], [-7.647, -0.657, 7.509], [-7.175, -4.385, -0.953], [-6.664, -3.421, 0.085], [-7.854, -2.920, 0.875], [-5.739, -4.194, 1.035], [-5.925, -2.266, -0.662], [-5.147, -1.309, 0.357], [-6.050, -0.461, 0.995], [-7.678, -3.818, -1.721], [-7.882, -5.081, -0.471], [-6.336, -4.898, -1.438], [-8.406, -2.339, 0.176], [-7.586, -2.317, 1.746], [-8.378, -3.838, 1.154], [-4.996, -4.611, 0.378], [-6.355, -4.929, 1.561], [-5.129, -3.550, 1.679], [-6.662, -1.727, -1.259], [-5.183, -2.823, -1.249], [-4.464, -0.822, -0.352], [-4.482, -1.888, 0.967], [-5.743, 0.386, 1.330], [8.545, -1.044, -1.832], [7.691, -0.405, -2.918], [8.537, -0.270, -4.080], [6.406, -1.181, -3.181], [7.266, 1.034, -2.459], [8.399, 2.077, -2.453], [9.474, 1.762, -1.600], [9.468, -0.489, -1.733], [8.738, -2.091, -2.013], [7.947, -1.041, -0.932], [8.065, 0.374, -4.834], [8.917, -1.241, -4.446], [9.344, 0.366, -3.662], [6.602, -2.241, -3.445], [5.950, -0.587, -3.964], [5.725, -1.197, -2.349], [6.936, 0.776, -1.400], [6.393, 1.426, -3.055], [8.011, 3.090, -2.079], [8.826, 2.274, -3.474], [10.147, 2.424, -1.714], [3.269, 3.926, 1.177], [4.254, 3.023, 1.969], [3.922, 1.577, 1.906], [5.648, 3.162, 1.474], [4.118, 3.458, 3.484], [4.383, 4.939, 3.764], [5.780, 5.264, 3.854], [2.279, 3.651, 1.506], [3.353, 3.706, 0.095], [3.490, 4.926, 1.405], [2.913, 1.423, 2.326], [4.674, 0.970, 2.396], [3.861, 1.277, 0.874], [6.350, 2.596, 2.110], [5.940, 4.183, 1.479], [5.768, 2.726, 0.476], [4.901, 2.882, 3.949], [3.090, 3.234, 3.678], [3.957, 5.084, 4.757], [3.868, 5.648, 3.125], [5.870, 5.975, 4.538], [4.834, 8.613, -1.595], [4.592, 8.579, -3.093], [3.277, 9.096, -3.474], [5.698, 9.402, -3.774], [4.732, 7.160, -3.596], [3.745, 6.093, -3.083], [4.143, 5.785, -1.785], [4.245, 7.843, -1.065], [4.648, 9.624, -1.165], [5.902, 8.475, -1.512], [3.187, 10.131, -3.221], [2.527, 8.489, -3.002], [3.225, 9.219, -4.520], [6.680, 9.090, -3.412], [5.534, 10.414, -3.408], [5.666, 9.247, -4.861], [5.734, 6.769, -3.322], [4.668, 7.223, -4.693], [3.962, 5.181, -3.707], [2.742, 6.538, -3.144], [3.818, 4.867, -1.635], [0.458, -1.331, 0.660], [-0.448, -0.321, 0.021], [-1.836, -0.831, 0.321], [-0.395, 1.041, 0.716], [-0.241, -0.273, -1.518], [0.882, 0.608, -1.916], [2.040, 0.086, -1.389], [0.240, -1.307, 1.750], [1.500, -1.062, 0.441], [0.248, -2.365, 0.239], [-2.558, -0.122, -0.065], [-1.941, -0.922, 1.443], [-1.970, -1.759, -0.206], [-0.579, 0.932, 1.795], [-1.234, 1.597, 0.271], [0.545, 1.480, 0.502], [-1.210, -0.004, -1.957], [0.008, -1.349, -1.676], [0.652, 1.571, -1.464], [0.983, 0.793, -2.964], [2.769, 0.706, -1.469], [1.750, -3.528, 5.881], [2.165, -2.413, 4.983], [3.732, -2.489, 5.078], [1.777, -2.593, 3.533], [1.810, -1.056, 5.579], [0.385, -0.614, 5.385], [-0.605, -1.533, 5.810], [2.190, -3.297, 6.862], [2.178, -4.451, 5.462], [0.655, -3.619, 6.042], [4.207, -1.715, 4.439], [4.019, -3.491, 4.837], [3.988, -2.333, 6.132], [1.921, -1.600, 3.028], [0.688, -2.775, 3.574], [2.398, -3.336, 3.048], [2.327, -0.259, 5.103], [2.101, -1.075, 6.621], [0.247, -0.477, 4.304], [0.300, 0.375, 5.889], [-1.081, -1.884, 5.064], [-7.575, 2.620, -1.944], [-6.561, 3.785, -2.097], [-6.597, 4.341, -3.453], [-7.138, 4.889, -1.128], [-5.173, 3.399, -1.594], [-4.676, 2.126, -2.158], [-4.679, 1.847, -3.596], [-7.585, 2.205, -0.912], [-7.226, 1.835, -2.599], [-8.532, 3.009, -2.126], [-6.269, 3.635, -4.220], [-5.947, 5.182, -3.509], [-7.645, 4.654, -3.678], [-8.163, 5.072, -1.467], [-6.558, 5.788, -1.193], [-7.097, 4.462, -0.098], [-5.178, 3.217, -0.504], [-4.541, 4.232, -1.848], [-5.202, 1.243, -1.667], [-3.662, 1.995, -1.805], [-4.041, 2.476, -4.001], [-2.174, -2.544, 3.429], [3.783, 2.682, -2.012], [-4.449, 2.092, 1.746], [1.046, 2.369, 3.837], [4.695, -2.042, 0.148], [4.097, -0.623, -0.088], [4.969, -1.646, 1.695], [3.204, -2.615, 0.583], [5.368, -3.521, 0.412], [4.410, -2.455, -1.365], [6.134, -1.392, -0.240], [-2.688, -4.151, -2.072], [-2.926, -2.459, -2.152], [-1.094, -3.848, -1.821], [-2.922, -4.039, -0.440], [-2.550, -5.781, -2.002], [-4.314, -4.367, -2.364], [-2.392, -4.007, -3.645], [3.781, -7.064, 4.315], [3.125, -6.606, 5.383], [4.094, -6.000, 3.636], [4.903, -7.685, 4.798], [2.964, -8.247, 3.070], [1.544, -7.790, 3.020], [3.710, -7.976, 1.773], [3.196, -9.539, 3.649], [-0.975, 4.582, -2.294], [0.142, 4.338, -1.579], [-1.999, 4.647, -1.391], [-0.822, 5.721, -2.872], [-1.299, 3.240, -3.593], [-2.501, 3.684, -4.325], [-0.141, 3.082, -4.404], [-1.550, 2.137, -2.675]], "forces_ev_per_angstrom": [[0.72, 2.80, 0.28], [0.56, -0.60, -0.12], [-0.51, -0.39, -0.72], [-2.19, 0.22, 0.80], [0.90, 1.31, -0.45], [0.25, -0.75, 0.02], [0.37, 0.00, -0.14], [0.24, -0.70, 0.90], [-0.57, -0.09, 0.01], [-1.27, -0.96, -0.77], [-0.21, -0.08, 0.21], [0.08, -0.75, 0.70], [0.61, 0.52, 0.12], [0.52, 0.04, 0.13], [0.44, -0.01, -0.54], [0.37, -0.32, 0.25], [0.48, -0.27, 0.41], [-0.53, -0.74, -0.64], [-0.16, 0.21, -0.10], [-0.21, 0.24, -0.74], [-0.07, 0.25, 0.32], [-0.93, 0.18, 0.11], [0.14, -1.59, 0.09], [0.48, -0.98, 0.81], [0.26, 1.82, 0.28], [-0.62, 0.81, -1.63], [-0.58, 1.06, 1.14], [0.00, -0.27, 0.30], [0.50, -0.01, 0.04], [0.24, 1.05, -0.20], [0.40, -0.47, -0.54], [-0.38, 0.06, -0.21], [-0.58, 0.53, -0.65], [0.69, -0.26, -0.11], [0.29, -0.30, -0.01], [-0.18, -0.57, 0.79], [-0.02, 0.54, 0.06], [-0.26, 0.41, 1.08], [0.10, -1.42, -0.55], [0.29, -0.46, -0.29], [-0.13, -0.03, -0.15], [0.02, -0.07, -0.35], [0.60, -0.12, -1.96], [1.31, -0.53, 0.95], [-1.08, -0.62, -1.35], [1.48, -0.38, -0.92], [-0.15, -1.25, -0.44], [-0.62, -0.07, 0.30], [-0.29, 0.69, 0.48], [0.10, -0.33, 0.39], [0.00, 0.03, 0.35], [-0.61, 0.68, 1.20], [-0.28, 0.91, 0.65], [-0.11, -0.27, 0.12], [-0.10, -0.32, -0.18], [-0.24, 0.67, 0.33], [-1.36, 0.24, -0.17], [-0.04, 0.32, 1.05], [0.20, -0.21, -0.44], [0.53, 0.75, 0.14], [0.16, 0.24, -0.38], [0.46, -0.30, 0.02], [-0.03, -0.21, -0.12], [-0.59, -1.61, -0.64], [-0.76, -0.15, 0.96], [-0.68, 0.13, 0.10], [0.54, 1.16, -0.30], [-0.45, -0.02, -1.13], [0.24, 0.25, -1.86], [-0.73, -1.02, 0.77], [0.09, 0.15, -0.06], [0.76, 0.62, 0.01], [-0.27, 1.13, 0.88], [0.16, -0.27, -0.60], [-0.01, 0.25, -0.02], [0.41, -0.16, 0.10], [0.44, -0.68, 0.11], [-1.01, -0.03, 0.24], [-0.05, -0.02, -0.34], [0.88, -0.86, 0.99], [0.27, 0.52, 0.54], [0.44, 0.48, 0.37], [0.63, 0.22, 0.20], [-0.17, -0.04, -0.55], [-0.68, -1.16, 1.05], [1.65, 0.80, -1.33], [-0.02, 0.25, -0.24], [-0.64, 1.96, 0.33], [-0.37, -0.33, -0.51], [-1.01, -2.23, -0.98], [0.88, 0.52, -0.36], [0.06, -0.12, -0.32], [-0.31, 0.21, 0.80], [0.90, 0.76, 0.10], [0.30, -0.57, -0.07], [-0.76, -0.27, -0.19], [-0.16, -0.40, 0.09], [0.18, -0.53, 0.20], [-0.09, -0.11, 0.15], [-0.04, -1.00, -0.72], [0.39, 0.90, -0.46], [-0.11, -0.12, 0.56], [0.36, 0.23, -0.26], [-0.57, 0.44, 0.59], [0.14, 0.61, 0.92], [-0.81, -0.39, 1.60], [-0.77, 1.86, 0.42], [-1.23, -1.82, -1.16], [1.17, 0.88, 1.35], [1.22, -1.82, -0.19], [1.65, -0.69, 1.34], [-0.58, -0.34, -1.67], [0.81, -0.76, -1.08], [0.40, 0.47, -0.57], [-0.04, 0.24, -0.38], [0.04, 0.29, 0.67], [0.19, 0.43, 0.22], [0.21, 0.39, 0.06], [-0.41, -0.76, -0.30], [-0.73, -0.36, -0.13], [0.04, -0.30, 0.41], [-0.31, 1.14, -0.39], [-0.91, 0.19, -0.18], [0.63, 0.52, -0.08], [-0.03, 1.10, -0.13], [-0.64, -0.34, 0.06], [0.16, -0.22, 0.26], [0.26, 0.47, 0.72], [0.69, -0.78, -0.11], [0.08, 0.69, -1.01], [1.03, -0.67, 2.49], [-0.83, -0.09, -2.69], [-1.19, -1.23, -0.13], [-0.37, 0.21, -0.11], [0.46, 0.22, -0.32], [-0.19, 0.07, 0.40], [-0.82, 0.47, -0.27], [0.28, -0.19, -0.35], [-0.24, 0.44, 0.17], [0.15, -0.77, -0.12], [0.31, 0.16, -0.09], [-0.87, 0.05, 0.18], [0.07, -0.11, 0.11], [-0.28, 0.57, -0.09], [-0.17, 0.49, 0.19], [0.16, -0.30, 0.84], [1.20, 0.51, 0.01], [-0.84, 0.05, 0.43], [-0.92, 0.02, 1.13], [1.35, 0.96, -0.60], [0.72, 0.11, -0.46], [-0.08, -0.69, 1.67], [-0.03, 1.89, -0.33], [-0.48, -1.18, 0.29], [-0.05, 0.07, 0.05], [0.01, -0.21, -0.72], [0.24, 0.27, 0.20], [-0.14, -0.65, -0.10], [-0.34, 0.60, 0.11], [0.15, -0.90, -0.87], [0.20, 0.87, -0.12], [-0.22, -0.46, -0.49], [0.29, 0.32, 0.44], [0.13, 0.89, -1.26], [1.01, -0.71, 0.45], [-0.28, -1.43, -0.75], [-0.80, -0.18, 0.58], [0.53, 0.42, 0.01], [0.64, -2.64, -0.56], [-0.23, 1.14, 0.57], [-1.47, -0.01, -0.32], [0.56, -0.80, 0.00], [1.38, 1.10, -2.28], [0.56, -0.19, 1.04], [-0.39, 0.54, 0.43], [-0.32, -0.02, 0.30], [0.17, 0.05, 0.77], [0.34, 1.17, 0.12], [0.50, 0.10, 0.17], [0.12, 0.15, 0.21], [0.23, 0.05, -0.39], [-0.53, 0.30, 0.07], [0.19, 0.90, 0.01], [-0.51, 0.23, 0.04], [-0.19, -0.37, 0.65], [-0.41, -0.46, 0.68], [-0.26, -0.06, 0.10], [-0.13, -0.07, -0.32], [0.03, -0.96, -0.96], [-0.17, 0.84, 0.25], [1.33, -0.53, 0.06], [0.18, 0.74, 0.55], [-0.38, -0.27, 0.66], [0.52, -0.98, -0.50], [1.37, 0.79, -0.69], [-0.72, -0.69, 0.83], [0.42, 0.43, -0.53], [-0.21, -0.63, -0.68], [0.14, -0.53, 0.42], [-0.02, 0.59, 1.10], [-0.51, 0.01, -0.15], [-0.28, -0.92, -1.46], [-0.27, -0.24, 0.02], [0.06, 0.18, -0.59], [-0.29, 0.39, 0.42], [-0.42, 0.61, -0.15], [0.02, 0.07, 0.32], [-0.86, 0.91, 0.09], [-0.18, -0.90, -0.13], [0.41, 0.21, 0.10], [0.48, -0.41, 0.11], [-0.92, 0.21, 0.67], [0.13, 0.37, 0.67], [-1.06, -1.05, -0.59], [-0.61, -1.91, 0.89], [-0.31, 1.19, 0.93], [0.65, -0.98, 0.48], [0.07, -0.13, -0.79], [-0.43, -0.13, 0.16], [0.08, 1.34, 0.49], [0.00, 0.31, 0.02], [0.06, -0.14, -1.34], [-0.02, -0.49, 0.13], [0.29, -0.16, -0.42], [0.44, 0.13, 0.15], [0.84, 0.53, 0.11], [0.50, -0.04, 0.11], [-0.36, 0.76, -0.53], [0.12, 0.48, -0.27], [-0.47, -0.13, -1.02], [0.23, 0.37, -0.13], [-0.67, -0.44, 0.43], [2.56, 0.58, 0.20], [-0.87, 1.06, 0.23], [-0.95, 1.75, 0.76], [-0.99, -0.66, 0.16], [-0.84, -0.41, -0.62], [1.10, 0.63, 1.95], [-0.10, -0.36, -0.34], [-0.26, 0.29, 0.32], [0.71, 0.35, -0.55], [-0.49, -0.65, 0.26], [0.21, -0.46, -0.53], [-0.06, 0.18, -0.32], [0.15, -0.98, 0.46], [0.45, -0.36, -0.52], [-0.13, -0.26, 0.10], [1.14, 0.36, -0.66], [0.04, -0.26, 0.24], [-0.02, 0.49, 0.17], [-0.10, -0.59, -0.38], [-0.66, -0.46, -1.25], [2.31, -0.13, 0.86], [-1.64, 0.07, 2.81], [-1.07, -0.31, -1.07], [0.12, -1.76, -0.15], [-0.89, 0.27, -0.55], [0.16, -3.12, -0.33], [-0.17, 1.13, 0.99], [0.42, 0.59, -0.51], [-0.39, -0.07, -0.41], [-1.21, 0.34, -0.72], [-0.12, -0.17, 0.44], [0.45, 0.77, 0.11], [0.85, -0.20, 0.19], [0.26, 0.03, 0.27], [0.44, 0.34, -0.15], [-0.14, 0.39, -0.85], [-0.22, 0.36, -0.25], [0.31, 0.40, -0.02], [0.28, 1.09, -0.75], [0.42, 0.25, 0.14], [-0.01, -0.19, 0.24], [-0.01, 0.03, 0.00], [-0.01, 0.02, 0.16], [0.03, 0.19, -0.16], [-0.25, -0.13, -0.04], [0.41, -2.08, 1.92], [-1.10, 1.58, -0.43], [-0.04, -0.17, 0.29], [0.68, 0.08, -0.20], [-0.46, 1.08, -0.27], [-0.07, -0.22, -0.65], [0.39, -0.58, -0.10], [0.53, 0.44, 0.49], [-0.35, -0.78, 0.56], [-0.75, -0.61, 0.18], [-0.30, -0.26, -1.20], [0.35, 1.96, -0.19], [1.05, 0.44, 0.34], [-0.36, -1.00, -0.28], [1.23, -1.95, 0.34], [-0.94, -0.56, 0.25], [0.93, 1.73, -0.98], [-1.14, 0.87, -0.74], [1.21, -0.37, -1.65], [1.25, 0.01, 0.00], [-1.96, -0.26, 3.30], [-0.52, 0.54, -0.24], [-0.14, -1.77, 0.40], [-0.21, -0.28, -0.17], [0.47, 0.00, -0.74], [-0.02, 2.02, -0.71], [-2.45, -0.28, 1.55], [0.85, -0.16, 0.72], [1.25, 0.49, -0.46], [-0.08, 0.01, -0.39]], "lowdin_charge": [-0.050, -0.311, 0.023, -0.011, -0.072, -0.219, -0.046, -0.041, 0.100, -0.016, 0.096, 0.118, 0.097, 0.098, 0.114, 0.097, 0.122, 0.098, 0.115, 0.144, 0.102, 0.035, -0.311, -0.033, 0.066, -0.144, -0.233, -0.055, 0.077, 0.124, 0.120, 0.084, 0.078, 0.061, 0.061, 0.122, 0.110, 0.142, 0.151, 0.116, 0.129, 0.113, 0.033, -0.288, 0.059, -0.003, -0.090, -0.219, -0.049, 0.063, 0.122, 0.067, 0.065, 0.101, 0.089, 0.103, 0.102, 0.101, 0.110, 0.158, 0.103, 0.146, 0.103, 0.022, -0.355, -0.012, 0.039, -0.048, -0.232, -0.086, 0.059, 0.098, 0.141, 0.099, 0.109, 0.114, 0.103, 0.101, 0.107, 0.152, 0.098, 0.095, 0.093, 0.033, 0.049, -0.311, 0.011, -0.019, -0.082, -0.328, -0.121, 0.106, 0.124, 0.090, 0.120, 0.116, 0.081, 0.105, 0.081, 0.098, 0.137, 0.143, 0.124, 0.080, -0.113, -0.030, -0.298, 0.016, 0.007, -0.016, -0.267, -0.045, 0.045, 0.106, 0.126, 0.101, 0.083, 0.070, 0.089, 0.025, 0.009, 0.112, 0.137, 0.140, 0.129, 0.106, 0.006, -0.334, 0.018, 0.032, -0.039, -0.239, -0.108, 0.104, 0.119, 0.097, 0.096, 0.108, 0.106, 0.075, 0.115, 0.091, 0.131, 0.084, 0.089, 0.082, -0.083, 0.030, -0.339, -0.025, 0.031, -0.065, -0.250, -0.055, 0.098, 0.116, 0.081, 0.120, 0.135, 0.099, 0.132, 0.078, 0.055, 0.144, 0.109, 0.148, 0.128, 0.102, 0.020, -0.307, -0.036, -0.002, -0.089, -0.223, -0.073, 0.066, -0.003, 0.064, 0.037, 0.105, 0.064, 0.123, 0.090, 0.086, 0.137, -0.044, 0.130, 0.105, 0.121, 0.031, -0.356, 0.005, 0.040, -0.107, -0.248, -0.128, 0.105, 0.129, 0.102, 0.112, 0.104, 0.105, 0.112, 0.117, 0.120, 0.155, 0.138, 0.113, 0.115, -0.039, -0.011, -0.298, -0.057, 0.016, -0.064, -0.295, -0.098, 0.069, 0.078, 0.132, 0.070, 0.042, 0.064, 0.076, 0.101, 0.072, 0.109, 0.142, 0.088, 0.106, -0.043, 0.002, -0.309, 0.042, 0.019, -0.110, -0.291, -0.144, 0.117, 0.091, 0.109, 0.114, 0.084, 0.110, 0.106, 0.064, 0.098, 0.104, 0.139, 0.075, 0.102, -0.136, 0.043, -0.315, -0.005, 0.045, -0.124, -0.221, -0.116, 0.125, 0.094, 0.086, 0.105, 0.103, 0.131, 0.107, 0.097, 0.119, 0.054, 0.125, 0.133, 0.094, 0.050, -0.078, 0.199, -0.137, -0.078, 0.164, -0.137, -0.158, -0.178, -0.157, -0.141, -0.173, 0.311, -0.238, -0.177, -0.179, -0.141, -0.192, -0.152, -0.642, 0.122, 0.129, 0.117, 0.615, -0.396, -0.355, -0.259, -0.655, 0.108, 0.094, 0.173, 0.503, -0.322, -0.302, -0.331], "homo_lumo_gap_ev": 8.82, "spin_multiplicity": 1, "charge": 5}